Entry 1:
# C4H13N2S

A 2-piece molecular cluster, C4H13N2S overall (ωB97M-V with the def2-TZVPD basis set, OMol25).

Structure (XYZ):
```
20
Properties=species:S:1:pos:R:3:mulliken_spin:R:1
C 2.87262 -0.48529 1.10724 -0.026
S 1.41588 -0.92091 0.10995 0.200
C 2.07573 -0.44403 -1.49380 -0.020
H 3.06692 0.58883 1.01778 0.005
H 3.72224 -1.04687 0.73695 0.002
H 2.67183 -0.74377 2.14270 0.015
H 1.40729 -0.81170 -2.26265 -0.028
H 2.14648 0.63690 -1.57031 -0.009
H 3.05266 -0.89020 -1.66416 0.009
C -2.14266 1.13612 0.52956 0.205
C -2.15961 0.20226 -0.51155 0.470
N -3.19226 0.14884 -1.46779 0.052
N -0.99362 1.07847 1.41260 0.013
H -2.84756 1.91039 0.73756 0.041
H -1.44817 -0.60761 -0.58108 0.033
H -2.95194 -0.28556 -2.33358 0.001
H -3.78144 0.95077 -1.57325 0.012
H -1.20219 0.72599 2.35354 0.029
H -0.52680 1.98391 1.51411 0.007
H -0.28055 0.43162 1.00681 -0.011
```

## Properties
Highest occupied orbital energy (alpha / beta) in eV: -2.54 / -6.76
E_LUMO (alpha / beta) in eV: 0.551 / 0.417
Kohn-Sham gap (alpha / beta) in eV: 3.1 / 7.2
Maximum force in hartree/bohr: 0.015
⟨S²⟩: 0.75
Calculated total energy in eV: -18169.7895
Multiplicity: 2



Entry 2:
# C4H13N2S

A 2-piece molecular cluster, C4H13N2S overall (ωB97M-V with the def2-TZVPD basis set, OMol25).

Structure (XYZ):
```
20
Properties=species:S:1:pos:R:3:lowdin_charge:R:1
C -1.25438 0.08300 2.17625 -0.022
N -2.74181 -0.99481 -1.07033 0.195
C -2.03415 -0.37914 -0.11667 -0.171
N -1.88110 -0.79416 1.12878 0.023
H -1.90628 0.96141 2.36779 0.104
H -0.25160 0.39864 1.82229 0.065
H -1.12099 -0.49223 3.11890 0.106
H -3.23495 -1.84151 -0.81632 0.135
H -2.81726 -0.66777 -2.01521 0.133
H -1.54995 0.56406 -0.35876 0.126
H -2.46103 -1.55544 1.45973 0.159
C 2.74030 -0.32226 0.20963 -0.409
S 1.24571 0.12960 -0.70965 0.698
C 1.93475 1.34345 -1.95917 -0.359
H 2.99539 0.40381 1.04312 0.068
H 3.53283 -0.43580 -0.49637 0.025
H 2.61021 -1.28594 0.63540 0.014
H 1.11732 1.85276 -2.52523 0.048
H 2.38994 2.17178 -1.36910 0.046
H 2.68705 0.86056 -2.52508 0.014
```

## Properties
Highest occupied orbital energy in eV: -11.83
E_LUMO in eV: -3.399
Kohn-Sham gap in eV: 8.4
Maximum force in hartree/bohr: 0.052
Net charge: +1
Calculated total energy in eV: -18167.8642



Entry 3:
# C4H13N2S

An isolated ion of composition C4H13N2S and charge +1 (ωB97M-V with the def2-TZVPD basis set, OMol25).

Structure (XYZ):
```
20
Properties=species:S:1:pos:R:3:lowdin_charge:R:1
N -0.70070 0.37485 1.11080 0.191
C -0.49427 -0.23397 -0.28045 -0.362
C -1.71955 -0.19486 -1.17098 -0.464
S -3.20377 -0.78317 -0.20316 0.743
C 0.70422 0.50729 -0.93357 -0.129
N 1.66604 0.85895 0.16892 -0.154
C 2.22419 -0.24223 0.93614 -0.112
H -0.63378 -0.36788 1.80041 0.159
H -1.54698 0.92819 1.29893 0.155
H 0.04001 1.12323 1.21945 0.156
H -0.24369 -1.27163 -0.09530 0.134
H -1.97329 0.79870 -1.57794 0.090
H -1.64783 -0.75183 -2.09808 0.095
H -3.40579 -2.03573 -0.58107 -0.143
H 1.24919 0.04116 -1.75101 0.139
H 0.22301 1.44839 -1.18238 0.123
H 2.37031 1.49679 -0.17548 0.121
H 1.91381 -0.15785 1.99361 0.083
H 3.30175 -0.33219 0.97720 0.089
H 1.87712 -1.20622 0.54397 0.086
```

## Properties
Highest occupied orbital energy in eV: -13.25
E_LUMO in eV: -3.158
SMILES: CNC[C@@H]([NH3+])CS
Kohn-Sham gap in eV: 10.1
Maximum force in hartree/bohr: 0.051
Net charge: +1
Calculated total energy in eV: -18167.1126



In the order shown, the computed ΔE to the lowest compared entry with this formula, charge and spin values come out to 73.34 14.50 31.83 kcal/mol.